ORCA calculation (the ωB97M-V functional and the def2-TZVPD basis) on C22H72CdN19O20 as an isolated structure.

Structure (XYZ):
```
134
Properties=species:S:1:pos:R:3:lowdin_charge:R:1
Cd 0.9429 0.0387 -0.1332 1.33
O 1.2244 0.2569 -2.0616 -0.46
H 1.0144 1.0163 -2.6394 -0.03
O 0.0210 3.9134 0.9776 0.12
C 0.8096 3.4058 0.0560 -0.85
O 0.9064 2.1747 -0.0311 -0.07
O 1.4843 4.1205 -0.7001 -0.02
H 0.3958 4.7529 0.7009 0.12
O 1.2564 0.2215 4.0472 0.04
C 0.4519 -0.5317 3.2458 -0.86
O -0.1057 -1.4770 3.6958 0.04
O 0.3706 -0.2954 2.0141 -0.09
H 1.2054 -0.4197 4.7599 0.10
C 1.8714 -3.0419 -0.4718 -0.75
O 1.1983 -2.0535 -0.1841 -0.04
N 1.9840 -3.4522 -1.6891 0.16
N 2.5194 -3.8778 0.2433 0.20
H 2.4192 -4.3263 -1.9473 0.13
H 1.5619 -2.8698 -2.3982 0.09
H 2.5532 -4.8317 -0.0869 0.12
H 2.6195 -3.6239 1.2157 0.07
C 3.3346 -2.7127 3.9520 -0.73
O 3.0289 -3.0089 2.8610 0.09
N 4.0216 -1.6110 4.3071 0.16
N 2.9346 -3.3850 5.0530 0.15
H 4.0335 -1.4870 5.3094 0.10
H 4.5358 -1.1106 3.5962 0.10
H 3.4891 -3.2529 5.8868 0.10
H 2.2295 -4.0976 4.9302 0.12
C 4.8545 -0.8216 -2.8912 -0.78
O 5.8771 -1.5071 -2.8080 -0.01
N 3.6703 -1.1719 -2.5245 0.20
N 4.8428 0.3324 -3.5084 0.16
H 3.5150 -2.0834 -2.1181 0.09
H 2.8187 -0.6478 -2.6666 0.04
H 5.7166 0.4997 -3.9866 0.11
H 4.4444 1.1257 -3.0266 0.06
C 3.6859 0.7146 0.8128 -0.72
O 2.8243 0.0475 0.2976 -0.06
N 3.7700 0.7833 2.1150 0.19
N 4.6181 1.4203 0.2597 0.21
H 4.6116 1.1718 2.5162 0.11
H 3.0646 0.3784 2.7138 0.08
H 5.2022 2.0783 0.7556 0.11
H 4.5453 1.3747 -0.7467 0.10
C 0.0181 3.6681 4.5270 -0.85
O -0.6766 4.6366 4.4864 0.04
N 0.4479 3.1861 5.6424 0.16
N 0.4354 2.9791 3.5206 0.21
H 0.1019 3.5572 6.5157 0.11
H 0.7810 2.2326 5.6508 0.09
H 0.7626 2.0244 3.5622 0.07
H 0.2618 3.3306 2.5898 0.07
C -0.9763 -1.9006 -3.8754 -0.73
O 0.1013 -2.4201 -4.0058 0.03
N -1.1737 -0.6310 -3.5941 0.19
N -2.1555 -2.5155 -3.8891 0.16
H -0.4453 -0.1245 -3.1114 0.05
H -2.1271 -0.3711 -3.3852 0.09
H -2.1929 -3.4964 -4.1267 0.11
H -3.0337 -2.0169 -3.9076 0.10
C 1.4712 -0.0343 -6.5055 -0.77
O 1.4840 0.7094 -7.4686 0.02
N 1.0004 -1.2223 -6.5782 0.16
N 1.9210 0.1712 -5.2542 0.18
H 0.7132 -1.6434 -5.7062 0.06
H 0.7687 -1.6676 -7.4546 0.12
H 1.7897 -0.3826 -4.4198 0.06
H 2.1224 1.1413 -5.0580 0.09
C -2.2830 -0.0986 0.0226 -0.74
O -1.1436 -0.0206 -0.4703 -0.07
N -3.3416 0.3352 -0.5281 0.20
N -2.4635 -0.7661 1.1177 0.21
H -3.2529 0.6388 -1.4873 0.12
H -4.2379 0.0879 -0.1336 0.13
H -3.3258 -0.4648 1.5486 0.10
H -1.6419 -1.0655 1.6230 0.08
C -5.4238 -6.2309 0.9373 -0.07
C -4.9754 -5.3058 2.0715 -0.43
C -3.9210 -4.1981 1.6459 -0.16
O -2.6422 -4.6079 1.0762 -0.21
C -1.5889 -3.6765 0.7856 -0.08
N -6.0240 -4.7394 2.8958 0.04
H -6.1068 -5.7668 0.2259 0.07
H -5.8583 -7.1592 1.3081 0.07
H -4.6329 -6.6215 0.2969 0.07
H -4.3190 -5.9079 2.6998 0.13
H -3.5875 -3.7219 2.5679 0.10
H -4.3498 -3.4019 1.0374 0.11
H -1.4366 -3.0944 1.6945 0.07
H -1.7671 -2.9920 -0.0437 0.08
H -0.7088 -4.3056 0.6525 0.09
H -6.7291 -5.3589 3.2688 0.07
H -6.5848 -4.2792 2.1931 0.06
C -2.7875 0.2072 6.4949 -0.08
C -3.4686 0.1120 5.1551 -0.37
C -2.9973 1.1693 4.1268 -0.17
O -4.1170 1.6431 3.3050 -0.20
C -3.6440 2.6341 2.4041 -0.11
N -3.2048 -1.2912 4.5874 0.04
H -3.2193 -0.5177 7.1849 0.07
H -3.1276 1.1751 6.8631 0.08
H -1.7095 0.0458 6.4948 0.08
H -4.5485 0.2122 5.2636 0.13
H -2.1416 0.8485 3.5327 0.11
H -2.6273 2.0435 4.6626 0.11
H -3.0438 2.3316 1.5460 0.08
H -3.0116 3.2942 2.9979 0.08
H -4.5567 3.1752 2.1547 0.09
H -3.5713 -1.5586 3.6850 0.03
H -2.2163 -1.4637 4.4732 0.02
C -1.2733 2.9650 -5.6193 -0.03
C -0.1833 3.2007 -4.4800 -0.42
C 0.5208 4.5642 -4.6096 -0.16
O 1.1510 4.4681 -5.9096 -0.18
C 1.8006 5.6403 -6.3686 -0.12
N -0.8091 3.0303 -3.1926 0.06
H -1.5713 1.9224 -5.5082 0.05
H -0.9643 3.1376 -6.6502 0.07
H -2.1992 3.4969 -5.4002 0.06
H 0.5646 2.4175 -4.6038 0.10
H 1.2148 4.7141 -3.7825 0.12
H -0.3168 5.2505 -4.4845 0.12
H 1.1030 6.4584 -6.5482 0.08
H 2.3171 5.4697 -7.3132 0.08
H 2.5218 6.0747 -5.6763 0.08
H -0.0478 3.0660 -2.5298 0.04
H -1.1968 2.1063 -3.0665 0.05
O 3.9878 4.2738 1.1615 -0.05
H 4.8054 4.3681 0.6727 0.03
H 3.3145 4.1815 0.4874 0.00
O 2.9812 2.1954 -2.2404 -0.07
H 2.4195 1.4204 -2.2270 -0.06
H 2.4261 2.8999 -1.9062 0.00
```

The strongest force on any atom is 6.24 eV Å⁻¹. For the molar mass, the calculation gives 1035.34 g mol⁻¹. Its net charge is -1. The calculation puts the HOMO-LUMO gap at 8.274 eV. The calculation puts the energy at -3594.6174 hartree.

=====

ORCA calculation (the ωB97M-V functional and the def2-TZVPD basis) on a 14-piece molecular cluster, C22H72O14 overall.

Structure (XYZ):
```
108
Properties=species:S:1:pos:R:3:lowdin_charge:R:1
C 30.8678 5.1010 -0.3735 -0.15
O 30.6229 4.6718 -1.6840 -0.13
H 31.8155 5.6044 -0.1827 0.08
H 29.9436 5.6687 -0.2652 0.08
H 30.5761 4.2873 0.2905 0.07
H 29.9868 5.3030 -2.0284 0.08
C 33.7255 5.7076 2.2238 -0.19
O 35.0674 5.4264 2.3789 -0.11
H 33.5464 6.6245 1.6623 0.08
H 33.2660 4.8633 1.7098 0.06
H 33.2240 5.8565 3.1800 0.07
H 35.3080 4.5024 2.2796 0.02
C 35.2446 1.9347 3.3396 -0.09
O 35.7697 2.7492 2.2632 -0.14
H 35.8656 1.8789 4.2336 0.08
H 34.3231 2.3958 3.6951 0.07
H 35.1464 0.9097 2.9818 0.08
H 36.6826 2.5473 2.0452 0.09
C 31.6394 2.7049 5.6008 -0.12
O 32.0180 3.5104 6.7471 -0.13
H 32.4292 1.9631 5.7193 0.08
H 30.6417 2.2809 5.7147 0.05
H 31.8853 3.2074 4.6654 0.07
H 32.7986 3.9761 6.4381 0.07
C 28.5659 1.1144 6.9482 -0.11
O 29.0345 0.1494 6.0366 -0.17
H 27.7481 0.7877 7.5905 0.10
H 29.4615 1.6031 7.3318 0.09
H 28.2297 1.8459 6.2134 0.07
H 29.3628 -0.5893 6.5543 0.03
C 27.4710 3.5650 3.5834 -0.15
O 26.6258 3.8778 4.6688 -0.12
H 28.3185 2.9452 3.8761 0.05
H 26.8571 3.0926 2.8165 0.08
H 27.7622 4.5491 3.2162 0.09
H 26.0864 3.1430 4.9701 0.07
C 29.5293 -1.0509 -1.8589 -0.08
C 30.6318 -0.0460 -1.5790 -0.35
O 31.8304 -0.6810 -1.4816 -0.07
H 29.4850 -1.4408 -2.8758 0.08
H 28.5927 -0.5621 -1.5908 0.06
H 29.6418 -2.0031 -1.3405 0.08
H 30.4241 0.3431 -0.5823 0.09
H 30.7043 0.8316 -2.2213 0.12
H 32.1652 -0.9534 -2.3391 0.10
C 31.3786 1.7505 1.8094 -0.04
C 30.2826 0.8828 2.5505 -0.28
O 30.7627 0.2515 3.6889 -0.09
H 30.9597 2.0821 0.8593 0.04
H 32.2548 1.1748 1.5112 0.06
H 31.6503 2.5989 2.4374 0.05
H 29.8582 0.1362 1.8792 0.10
H 29.3820 1.4333 2.8224 0.09
H 30.3143 0.6152 4.4559 0.04
C 27.9682 -2.1061 4.1130 -0.06
C 26.6550 -1.2907 4.0812 -0.25
O 26.9332 0.0384 3.6536 -0.11
H 28.3385 -2.1244 5.1380 0.05
H 28.8254 -1.8603 3.4862 0.07
H 27.6748 -3.1101 3.8063 0.07
H 26.3690 -1.1487 5.1233 0.11
H 25.9198 -1.8069 3.4637 0.12
H 27.2638 0.4748 4.4422 0.07
C 26.9087 4.2932 -0.6514 -0.05
C 27.4372 2.8003 -0.4946 -0.32
O 26.4086 1.9934 -0.0447 -0.08
H 27.7610 4.9303 -0.8878 0.04
H 26.3471 4.7003 0.1895 0.07
H 26.1826 4.2846 -1.4643 0.07
H 28.1277 2.7607 0.3479 0.09
H 28.0575 2.4026 -1.2977 0.10
H 26.6801 1.5028 0.7345 0.05
C 31.5868 -1.9524 7.0524 -0.07
C 30.5195 -2.7412 7.6921 -0.33
O 29.4667 -1.9128 8.1051 -0.08
H 32.2692 -1.5260 7.7877 0.08
H 31.1903 -1.2129 6.3567 0.07
H 32.2479 -2.6037 6.4808 0.08
H 30.8867 -3.3880 8.4889 0.12
H 30.0705 -3.3489 6.9065 0.11
H 28.6409 -2.4022 8.1015 0.10
C 26.2854 -1.9259 -0.8165 -0.08
C 26.9694 -1.7100 0.5110 -0.32
O 26.3696 -0.6570 1.2149 -0.09
H 26.7933 -2.6584 -1.4437 0.07
H 26.3100 -1.0365 -1.4461 0.07
H 25.3128 -2.4106 -0.7316 0.08
H 28.0494 -1.5638 0.5229 0.09
H 26.7552 -2.5530 1.1680 0.10
H 26.7771 -0.5075 2.0712 0.01
C 35.3852 2.7600 -1.2436 -0.08
C 33.8555 2.7670 -1.1098 -0.36
O 33.4146 3.8953 -1.7257 -0.05
H 35.8154 1.8348 -0.8602 0.07
H 35.8251 3.6229 -0.7436 0.07
H 35.6150 2.6991 -2.3074 0.07
H 33.5906 2.6590 -0.0580 0.09
H 33.5669 1.8799 -1.6737 0.10
H 32.4569 3.9569 -1.7493 0.04
C 33.3428 -2.1410 1.4378 -0.05
C 32.1479 -2.9053 2.2937 -0.26
O 31.9835 -2.2340 3.5323 -0.11
H 33.0507 -1.1207 1.1891 0.03
H 33.5596 -2.5900 0.4685 0.06
H 34.2076 -1.9920 2.0844 0.06
H 32.4796 -3.9271 2.4775 0.09
H 31.1972 -3.0209 1.7732 0.09
H 31.6490 -1.3748 3.2647 0.02
```

The strongest force on any atom is 3.02 eV Å⁻¹. For the molar mass, the calculation gives 560.80 g mol⁻¹. The calculation puts the HOMO-LUMO gap at 10.035 eV. For the relative energy (zero: lowest compared OMol25 entry of this formula, charge and spin), the calculation gives 504.8 kJ/mol. The calculation puts the energy at -1934.4537 hartree.

=====

> Among the records above, which one has the lowest molar mass?

C22H72O14